[1]
A cluster of 5 separate species, CH12NO4 in total in a non-equilibrium geometry. Source: the OMol25 dataset; level of theory: wB97M-V/def2-TZVPD.

Summary:
Strongest force on any atom   3.51 eV/Å
Total charge   +1
E_tot   -400.64513 Ha
2S+1   1
Energy relative to the best compared isomer or geometry (same formula, charge and spin)   84.3 kcal per mole
LUMO level   -0.218 Eh

Each atom is followed by the atoms it is bonded to, with distances in Å.
Element x y z (Å)
1 C 0.323 -1.122 -1.559  N2 1.270, H3 1.016, H4 1.041
2 N -0.086 -0.398 -0.600  C1 1.270, H5 1.051, H6 1.068
3 H 0.216 -2.132 -1.512  C1 1.016
4 H 0.930 -0.608 -2.231  C1 1.041
5 H 0.576 0.270 -0.131  N2 1.051
6 H -0.831 0.237 -1.030  N2 1.068
7 H -2.476 1.696 -0.839  O9 0.973
8 H -1.412 2.583 -1.440  O9 0.940
9 O -1.535 1.720 -1.089  H7 0.973, H8 0.940
10 H 1.736 1.355 1.778  O12 0.984
11 H 2.738 0.807 0.806  O12 0.908
12 O 1.863 1.049 0.851  H10 0.984, H11 0.908
13 H -1.561 -4.334 -2.216  O15 1.028
14 H -2.530 -3.724 -0.958  O15 1.023
15 O -1.793 -3.519 -1.636  H13 1.028, H14 1.023
16 H 0.942 2.769 3.610  O18 0.966
17 H 1.839 1.683 4.308  O18 0.960
18 O 1.277 1.865 3.550  H16 0.966, H17 0.960

Results of the natural (NBO) charge analysis, in e, for atoms 1 through 6: number 1, C, carries 0.44; number 2, N, carries -0.92; number 3, H, carries 0.20; number 4, H, carries 0.16; number 5, H, carries 0.50; number 6, H, carries 0.50

=====

[2]
A cluster of 5 separate species, CH12NO4 in total in a non-equilibrium geometry. Source: the OMol25 dataset; level of theory: wB97M-V/def2-TZVPD.

Summary:
Strongest force on any atom   4.01 eV/Å
Total charge   +2
E_tot   -400.17521 Ha
2S+1   2
Energy relative to the best compared isomer or geometry (same formula, charge and spin)   34.4 kcal per mole
Expectation value of S²   0.7574
LUMO level (spin up / spin down)   -0.287 / -0.562 Eh

Each atom is followed by the atoms it is bonded to, with distances in Å.
Element x y z (Å)
1 C 1.437 -0.839 0.180  N2 1.268, H3 1.037, H4 1.098
2 N 0.256 -0.387 0.272  C1 1.268, H5 1.019, H6 1.067
3 H 1.837 -1.452 0.914  C1 1.037
4 H 1.756 -0.997 -0.859  C1 1.098
5 H -0.168 0.014 -0.563  N2 1.019
6 H -0.194 -0.696 1.189  N2 1.067
7 H -3.263 3.551 -1.428  O9 0.927
8 H -3.666 3.281 -0.202  O9 0.976
9 O -3.669 2.806 -1.055  H7 0.927, H8 0.976
10 H -2.533 0.858 -1.390  O12 0.959
11 H -1.540 0.875 -2.529  O12 1.005
12 O -1.583 0.836 -1.525  H10 0.959, H11 1.005
13 H -1.429 -1.257 3.168  O15 1.001
14 H -0.449 -2.301 3.522  O15 0.972
15 O -0.526 -1.578 2.877  H13 1.001, H14 0.972
16 H 4.871 -0.231 -1.040  O18 1.026
17 H 4.819 -1.292 0.080  O18 0.939
18 O 4.472 -1.140 -0.779  H16 1.026, H17 0.939

Results of the natural (NBO) charge analysis, in e, for atoms 1 through 6: number 1, C, carries 0.15; number 2, N, carries -0.59; number 3, H, carries 0.23; number 4, H, carries 0.23; number 5, H, carries 0.45; number 6, H, carries 0.49